57
Properties=species:S:1:pos:R:3:lowdin_charge:R:1 method="wB97M-V/def2-TZVPD" max_force_ev_per_a=3.421 total_energy_ev=-34155.1375 s_squared=2.03 spin_multiplicity=3 homo_lumo_gap_ev="8.211 / 4.897" e_above_lowest_kcal_mol=3.1
O -1.56428 1.81894 -3.57235 -0.089
C -0.13004 1.66871 -3.83952 -0.156
C -0.18400 2.43694 -5.17291 -0.065
H 0.13636 0.60920 -3.90143 0.086
H 0.46125 2.16848 -3.06074 0.083
C -1.65297 2.70542 -4.71937 -0.584
H -0.15199 1.81344 -6.06463 0.098
H 0.46858 3.31542 -5.22528 0.114
C -2.70642 2.19287 -5.67547 -0.019
H -2.57239 1.11536 -5.82624 0.085
H -2.59591 2.69792 -6.64836 0.095
H -3.70657 2.37598 -5.27602 0.087
C -1.81029 4.17227 -4.34842 -0.024
H -1.01514 4.47303 -3.64697 0.090
H -2.77952 4.36489 -3.88602 0.084
H -1.73025 4.78120 -5.25796 0.092
Au 1.91552 -1.42166 -1.45344 0.831
C 0.89940 1.47116 1.24271 -0.104
C 1.93871 0.53921 1.25602 -0.042
C 2.43939 0.36570 -0.13075 -0.258
H 2.34612 0.05686 2.14006 0.110
C 1.69700 1.36854 -0.90815 -0.102
C 0.68072 1.90712 -0.11174 -0.058
H -0.12612 2.55635 -0.44451 0.115
H 0.36322 1.85938 2.11334 0.112
H 3.48786 0.13653 -0.29095 0.075
H 1.91664 1.63033 -1.93463 0.081
C -1.43104 -0.75475 1.65089 -0.085
C -1.75141 0.11474 0.56086 -0.109
C -1.58353 -0.60669 -0.65358 -0.082
H -2.02330 1.16151 0.63423 0.098
C -1.08292 -1.89858 -0.31136 -0.066
C -0.88990 -1.95514 1.10414 -0.079
H -0.37347 -2.75166 1.63722 0.095
H -1.57958 -0.53431 2.70981 0.101
H -1.72220 -0.21687 -1.66027 0.090
H -0.81710 -2.67178 -1.01991 0.083
O 0.95160 -1.89791 -4.51892 -0.191
C 0.30148 -1.21862 -5.63493 -0.197
C 0.64322 -1.87626 -6.98401 -0.159
H 0.65564 -0.17142 -5.62405 0.085
H -0.79475 -1.20039 -5.47981 0.124
C 1.62031 -3.01268 -6.63208 -0.152
H 1.07796 -1.13923 -7.66846 0.105
H -0.26837 -2.25804 -7.46081 0.107
C 1.64053 -3.04919 -5.07778 -0.186
H 2.62006 -2.78348 -7.02290 0.104
H 1.30265 -3.96719 -7.06680 0.107
H 2.67560 -3.01108 -4.70091 0.112
H 1.15636 -3.97298 -4.71046 0.121
C 2.30907 -4.80787 0.03359 -0.030
C 1.21426 -4.53493 -0.99033 -0.679
O 0.40296 -5.41345 -1.21615 0.027
O 1.13705 -3.37782 -1.65730 -0.291
H 3.30936 -4.50462 -0.32046 0.072
H 2.32524 -5.89095 0.22178 0.078
H 2.10265 -4.34097 0.99589 0.064

=====

76
Properties=species:S:1:pos:R:3:lowdin_charge:R:1 method="wB97M-V/def2-TZVPD" max_force_ev_per_a=0.905 total_energy_ev=-80227.8641 spin_multiplicity=1 homo_lumo_gap_ev=8.195
C 3.88827 -4.45479 3.55657 -0.153
C 3.79459 -3.02330 3.10307 -0.880
I 5.26758 -1.79462 3.91291 0.853
C 2.84406 -2.62005 2.27174 -0.813
I 2.60002 -0.69496 1.55303 1.009
B 1.70698 -3.47756 1.64988 -0.156
B 0.23983 -3.76213 2.51927 -0.566
N -0.52575 -4.97924 2.38093 0.169
O -0.21409 -2.75541 3.35135 0.096
H 3.10478 -5.05969 3.08905 0.076
H 4.85232 -4.88646 3.28388 0.077
H 3.79612 -4.52736 4.64137 0.078
H 1.89660 -3.92098 0.55658 0.064
H -0.11382 -5.81668 2.77532 0.084
H -1.44707 -4.88865 2.80172 0.036
H -0.85912 -3.09618 3.98257 0.100
C 0.91843 0.41686 -2.82387 -0.102
C 1.48343 1.27465 -1.70482 -0.120
O 2.07106 2.36176 -2.43239 0.047
C 1.46083 2.45353 -3.63707 -0.569
O 1.61130 3.35489 -4.40004 0.157
O 0.66619 1.38659 -3.84854 0.068
H -0.00655 -0.09125 -2.56874 0.134
H 1.64493 -0.30450 -3.20065 0.134
H 0.70302 1.66988 -1.05250 0.136
H 2.24171 0.77011 -1.11350 0.062
C 3.97285 5.22692 -3.07804 -0.101
C 3.35450 6.57780 -2.76952 -0.096
O 4.39288 7.22121 -2.01458 0.066
C 5.57002 6.64713 -2.32940 -0.584
O 6.63895 7.06548 -2.00500 0.147
O 5.37781 5.53903 -3.07445 0.049
H 3.68199 4.81619 -4.03860 0.121
H 3.77929 4.49177 -2.29714 0.125
H 3.16669 7.16441 -3.66958 0.135
H 2.45079 6.52544 -2.17025 0.134
C -1.53817 0.40502 3.53833 -0.109
C -2.84586 0.97004 4.06529 -0.110
O -2.94758 2.21104 3.35807 0.058
C -2.21291 2.12269 2.22536 -0.578
O -2.22191 2.92001 1.34377 0.160
O -1.46879 0.99474 2.23380 0.047
H -1.50959 -0.67567 3.44774 0.109
H -0.67682 0.74034 4.11823 0.137
H -3.70270 0.34780 3.80087 0.131
H -2.84901 1.16383 5.13406 0.131
C -5.65257 -6.76059 2.38733 -0.107
C -4.54191 -6.49391 1.38893 -0.092
O -3.59487 -5.76959 2.18786 0.042
C -3.80394 -6.07124 3.48533 -0.584
O -3.06886 -5.73415 4.36577 0.141
O -4.93386 -6.77612 3.63882 0.074
H -6.16415 -7.70558 2.24590 0.131
H -6.38068 -5.95257 2.41810 0.115
H -4.06492 -7.40976 1.03825 0.136
H -4.84821 -5.89016 0.54084 0.133
C 8.29727 8.45026 -4.45336 -0.109
C 7.62115 7.38010 -5.28993 -0.105
O 6.90860 8.16121 -6.25732 0.057
C 7.51561 9.36672 -6.36988 -0.577
O 7.26499 10.17418 -7.20549 0.159
O 8.44376 9.51881 -5.39981 0.058
H 9.27356 8.16107 -4.07596 0.134
H 7.67377 8.78805 -3.62653 0.120
H 8.34048 6.74905 -5.81533 0.134
H 6.92741 6.75669 -4.73562 0.109
C -10.51340 -4.42134 0.42095 -0.103
C -9.29434 -3.52965 0.59018 -0.104
O -8.28252 -4.47725 0.95818 0.049
C -8.65209 -5.69810 0.50677 -0.567
O -7.94503 -6.65626 0.51381 0.157
O -9.91987 -5.67433 0.05641 0.070
H -11.19323 -4.10365 -0.36363 0.134
H -11.06173 -4.55708 1.35386 0.134
H -8.99647 -3.05093 -0.34334 0.134
H -9.39206 -2.78352 1.37287 0.133

=====

63
Properties=species:S:1:pos:R:3:lowdin_charge:R:1 method="wB97M-V/def2-TZVPD" max_force_ev_per_a=1.299 total_energy_ev=-163926.7940 spin_multiplicity=1 homo_lumo_gap_ev=7.544 e_above_lowest_kcal_mol=6.8
Pt 0.21901 0.12577 -0.61767 0.929
C -3.83989 1.82249 1.94868 -0.166
C -3.09579 1.39910 0.67835 -0.375
Ge -1.63821 0.10343 1.01536 0.823
C -2.35534 -1.70997 1.25051 -0.364
C -3.09528 -1.90998 2.57396 -0.168
C -0.86713 0.74637 2.67670 -0.249
C 0.37379 1.22180 2.80945 -0.320
Ge 1.54862 1.16204 1.22312 0.901
C 2.98246 -0.19332 1.18302 -0.357
C 4.10490 -0.12528 2.21955 -0.164
C 2.07897 2.96672 0.67500 -0.361
C 2.70509 3.85819 1.74758 -0.160
C 0.82083 1.83021 4.10644 -0.235
C -0.12029 2.30915 5.02326 -0.040
C 0.26680 2.85824 6.23260 -0.077
C 1.61277 2.95331 6.55867 -0.088
C 2.55970 2.50771 5.65310 -0.072
C 2.16209 1.96232 4.44080 -0.069
H -4.64596 2.52207 1.72270 0.069
H -3.16796 2.31768 2.64946 0.056
H -4.28614 0.97896 2.47208 0.054
H -2.67074 2.29249 0.23136 0.028
H -3.79555 0.96014 -0.03993 0.066
H -1.52551 -2.41444 1.17277 0.045
H -3.01132 -1.92313 0.40115 0.068
H -2.45668 -1.69933 3.43219 0.061
H -3.43217 -2.94301 2.67184 0.069
H -3.97960 -1.27927 2.66014 0.050
H -1.51968 0.76334 3.54752 0.055
H 3.40646 -0.09206 0.18318 0.027
H 2.51417 -1.17675 1.21833 0.054
H 4.60937 0.84302 2.23556 0.063
H 4.86172 -0.87434 1.98289 0.073
H 3.74975 -0.34144 3.22386 0.061
H 1.17063 3.43914 0.28599 0.060
H 2.74821 2.85140 -0.18041 0.039
H 2.06539 3.97664 2.62112 0.059
H 2.89483 4.85308 1.34204 0.071
H 3.66104 3.46504 2.09474 0.064
H -1.17340 2.27029 4.78355 0.099
H -0.48479 3.22335 6.91971 0.103
H 1.91653 3.38301 7.50334 0.102
H 3.61336 2.58855 5.88500 0.106
H 2.92700 1.64743 3.75245 0.071
F -0.10572 -1.71676 -2.23052 0.062
B 0.18733 -2.67844 -1.24338 -1.189
F 1.20577 -3.50317 -1.58099 0.199
F -0.92834 -3.27191 -0.74961 0.179
F 0.74904 -1.79340 -0.06687 -0.165
C 0.00276 4.81204 -4.50667 -0.022
C -0.12612 3.66289 -3.55862 -0.310
C -1.35516 3.35771 -2.96270 0.000
C -1.39104 2.33292 -2.05146 -0.087
N -0.28500 1.63920 -1.77450 -0.177
C 0.85506 1.93702 -2.46489 -0.816
S 2.10803 0.82342 -2.09977 0.666
N 0.96051 2.94327 -3.32205 0.132
H -0.55576 4.60633 -5.42126 0.091
H 1.04707 4.96936 -4.76040 0.083
H -0.41369 5.71911 -4.06858 0.086
H -2.25185 3.90813 -3.20438 0.118
H -2.29824 2.02255 -1.56680 0.087

=====

59
Properties=species:S:1:pos:R:3:lowdin_charge:R:1 method="wB97M-V/def2-TZVPD" max_force_ev_per_a=0.449 total_energy_ev=-102379.6963 spin_multiplicity=1 homo_lumo_gap_ev=8.575 smiles="CCN1CCC[C@@H]1CN1C[C@H](C(=O)Nc2ccc(Br)cc2NC(C)C)CC1=O" e_above_lowest_kcal_mol=2.7
C -0.43508 3.76031 -6.08451 -0.088
C -0.14437 3.36167 -4.64861 -0.267
N 1.27303 3.38821 -4.32934 -0.142
C 1.81562 4.74297 -4.33599 -0.196
C 3.15697 4.61717 -3.62285 -0.150
C 2.98047 3.40909 -2.68041 -0.123
C 1.58702 2.84683 -3.00663 -0.298
C 1.51889 1.31937 -3.01340 -0.086
N 1.39317 0.74489 -1.68978 -0.039
C 0.11785 0.29854 -1.16371 -0.083
C 0.48720 -0.54040 0.07777 -0.185
C -0.48336 -0.29400 1.21906 -0.438
O -0.73335 0.82688 1.60992 0.083
N -1.06684 -1.42604 1.72048 0.134
C -2.06331 -1.49988 2.72206 -0.163
C -2.99461 -0.49947 2.92383 -0.003
C -4.01040 -0.65775 3.85713 -0.129
C -4.07516 -1.84055 4.56356 -0.693
Br -5.46598 -2.10112 5.82063 0.736
C -3.13899 -2.84723 4.39813 -0.083
C -2.09986 -2.68160 3.48534 -0.193
N -1.12655 -3.64902 3.25927 0.035
C -1.06088 -4.87269 4.04934 -0.447
C -0.58939 -4.63197 5.48222 -0.054
C -0.14667 -5.85602 3.33418 -0.065
C 1.90976 -0.08694 0.42849 -0.020
C 2.44354 0.52525 -0.85674 -0.443
O 3.60336 0.79368 -1.09614 0.069
H -1.49736 3.64715 -6.30281 0.071
H -0.16830 4.79969 -6.27628 0.063
H 0.13166 3.12979 -6.77082 0.079
H -0.69799 4.02580 -3.95755 0.120
H -0.52227 2.35220 -4.47968 0.101
H 1.90884 5.12437 -5.35186 0.112
H 1.14212 5.42080 -3.77950 0.124
H 3.94920 4.42619 -4.34586 0.106
H 3.41429 5.53027 -3.08774 0.104
H 3.74086 2.65242 -2.85843 0.101
H 3.05359 3.67902 -1.62841 0.114
H 0.85592 3.22164 -2.26274 0.152
H 0.66701 0.97561 -3.59941 0.111
H 2.42457 0.92424 -3.47892 0.137
H -0.52018 1.13708 -0.87095 0.129
H -0.41180 -0.29606 -1.91159 0.129
H 0.50289 -1.59703 -0.19732 0.141
H -0.82810 -2.29888 1.27699 0.134
H -2.92541 0.40962 2.34661 0.112
H -4.73799 0.12436 4.01546 0.101
H -3.21288 -3.74354 4.99431 0.092
H -0.20838 -3.26165 3.08870 0.130
H -2.07003 -5.29195 4.06258 0.136
H -0.60469 -5.55954 6.05576 0.082
H 0.43659 -4.25535 5.47518 0.084
H -1.21195 -3.90020 5.99608 0.069
H -0.09663 -6.79775 3.88055 0.080
H -0.50337 -6.05442 2.32399 0.078
H 0.86967 -5.45655 3.27127 0.080
H 1.90542 0.67994 1.20436 0.135
H 2.56266 -0.89746 0.74468 0.127

=====

66
Properties=species:S:1:pos:R:3:lowdin_charge:R:1 method="wB97M-V/def2-TZVPD" charge=+2 max_force_ev_per_a=3.595 total_energy_ev=-172628.8568 s_squared=6.04 spin_multiplicity=5 homo_lumo_gap_ev="6.471 / 5.546"
Ir 2.23037 0.99654 -0.75993 0.918
C 0.85564 -2.03237 0.84501 -0.019
C -0.02074 -2.31198 -0.34232 -0.629
C 0.81581 -3.06300 -1.39433 0.000
C -1.27199 -3.09597 0.01328 0.005
O -0.39528 -1.09576 -0.98800 -0.136
Si -1.21784 0.21293 -0.61901 -0.067
S 0.17807 1.92399 -0.58668 0.567
O -2.44891 0.49728 -1.60320 -0.155
C -2.89325 0.17818 -2.95453 -0.552
C -4.13487 1.09341 -3.10243 -0.006
C -1.68149 0.51306 -3.86713 -0.030
C -3.36974 -1.29503 -2.89382 0.003
O -1.80719 0.14859 0.87748 -0.157
C -2.95428 0.63348 1.68973 -0.585
C -2.51367 2.03745 1.97076 -0.028
C -2.89913 -0.23813 2.91699 -0.020
C -4.22644 0.43659 0.88441 0.002
H 1.56309 -2.80234 1.12804 0.104
H 0.27390 -1.65930 1.71261 0.106
H 1.53211 -1.26469 0.61196 0.017
H 1.21583 -3.99828 -1.01876 0.101
H 1.61963 -2.46805 -1.77259 0.058
H 0.12735 -3.26574 -2.19122 0.088
H -0.89819 -4.06139 0.46078 0.125
H -1.93365 -3.27935 -0.87205 0.105
H -1.81711 -2.55032 0.76383 0.067
H -3.83726 2.12116 -3.11719 0.079
H -4.79363 0.88195 -2.27325 0.077
H -4.66438 0.93957 -4.07199 0.113
H -1.52127 1.58101 -3.79251 0.053
H -2.05085 0.31008 -4.89675 0.112
H -0.77870 -0.05995 -3.64212 0.074
H -4.01555 -1.43651 -2.04400 0.085
H -2.45911 -1.94158 -2.73537 0.089
H -3.85154 -1.61997 -3.79219 0.088
H -1.65290 2.07636 2.64617 0.087
H -3.31774 2.63088 2.42335 0.109
H -2.09049 2.51034 1.08992 0.054
H -1.88875 -0.42161 3.32740 0.095
H -3.17561 -1.25781 2.61165 0.092
H -3.56714 0.18641 3.66153 0.104
H -4.10150 0.85593 -0.12405 0.069
H -5.07348 1.03996 1.39360 0.139
H -4.53132 -0.56635 0.78473 0.075
Cl 6.44837 -1.48902 -0.24926 0.943
C 5.70555 -0.58794 0.93154 -0.572
C 6.12573 -0.48695 2.23515 -0.072
C 5.53944 0.35529 3.14891 -0.520
Cl 6.11129 0.26820 4.78066 0.850
C 4.37858 1.09162 2.81342 -0.124
C 3.54667 1.78345 3.75133 0.056
C 2.40284 2.38653 3.32046 -0.004
C 2.12445 2.45562 1.97363 -0.052
N 2.78265 1.65467 1.06324 -0.105
C 3.96489 1.03457 1.45784 -0.117
C 4.56501 0.13764 0.51722 -0.335
O 3.93468 -0.24892 -0.54284 -0.206
H 6.99019 -1.02623 2.54745 0.126
H 3.74037 1.76413 4.85023 0.143
H 1.70823 2.81269 4.03077 0.139
H 1.30763 3.06851 1.53184 0.104
Cl 4.66260 2.97907 -3.64405 0.173
Ge 2.88228 1.86985 -3.02260 -0.258
Cl 3.24924 -0.25536 -3.53492 0.154
Cl 1.27248 2.41291 -4.31778 0.204

=====

60
Properties=species:S:1:pos:R:3:lowdin_charge:R:1 method="wB97M-V/def2-TZVPD" charge=+2 max_force_ev_per_a=2.432 total_energy_ev=-108695.1949 spin_multiplicity=1 homo_lumo_gap_ev="3.821 / 3.890"
P 0.09688 -1.60865 -6.00856 0.990
P 0.19150 1.88922 -5.81171 0.944
C -0.22891 -0.47130 -7.43095 -0.331
C 0.41514 0.92697 -7.38129 -0.344
H -1.32227 -0.41046 -7.55158 0.096
H 0.15828 -1.03533 -8.29442 0.107
H 1.49642 0.87536 -7.58019 0.094
H -0.02503 1.56224 -8.16504 0.104
C -1.47060 2.57391 -6.14586 -0.220
H -1.78239 3.23594 -5.32935 0.065
H -2.21890 1.77813 -6.26981 0.057
H -1.39416 3.14753 -7.07917 0.066
C 1.33719 3.26691 -6.11293 -0.215
H 0.97043 3.85403 -6.96659 0.070
H 2.33615 2.86658 -6.33701 0.065
H 1.39614 3.90308 -5.22138 0.052
C -1.05630 -2.95901 -6.34125 -0.199
H -1.08981 -3.65187 -5.49064 0.064
H -0.71136 -3.48376 -7.24281 0.074
H -2.06125 -2.54301 -6.50448 0.069
C 1.75918 -2.20747 -6.43283 -0.191
H 2.48902 -1.38502 -6.43756 0.067
H 1.68250 -2.63616 -7.44061 0.075
H 2.08575 -2.98142 -5.72597 0.073
Pb 1.44331 -0.15827 0.98383 1.136
C 0.18027 1.95688 -3.11549 -0.073
C -1.13388 1.71036 -2.87867 -0.020
C -1.88864 0.67271 -3.62730 -0.179
C -2.15458 -0.64660 -2.84326 -0.134
C -1.12575 -1.68687 -3.03207 -0.042
C 0.12794 -1.56920 -3.56702 -0.180
C 0.95564 -0.30717 -3.76725 -0.275
C 1.16249 0.85136 -2.74128 -0.129
C 0.63368 -1.79926 2.24822 -0.356
H 0.56729 2.95842 -3.31725 0.117
H -1.72751 2.30647 -2.17794 0.156
H -1.38691 0.42054 -4.57442 0.051
H -2.85105 1.10970 -3.95435 0.143
H -2.31080 -0.40099 -1.77685 0.089
H -3.12051 -1.03092 -3.21818 0.141
H -1.42578 -2.68298 -2.69449 0.137
H 0.71339 -2.49868 -3.66743 0.115
H 0.43362 0.23775 -4.60956 -0.060
H 1.94804 -0.57776 -4.18861 0.120
H 1.05065 0.48373 -1.70391 0.003
H 2.20360 1.20733 -2.83634 0.134
H 1.32835 -1.91966 3.09324 -0.002
H 0.59913 -2.71654 1.64217 -0.020
H -0.36938 -1.54110 2.61151 -0.017
Cl -1.74717 0.36937 0.78983 0.640
C -1.07112 1.39802 2.04345 -0.709
C 0.28803 1.33186 2.25988 -0.467
C 0.92253 2.09028 3.22921 -0.716
Cl 2.64564 1.92327 3.39589 0.669
C 0.17055 2.97749 4.02356 -0.692
Cl 0.95306 3.97490 5.16680 0.734
C -1.23017 3.07524 3.79622 -0.689
Cl -2.15952 4.18808 4.68744 0.734
C -1.86137 2.27604 2.80353 -0.703
Cl -3.52976 2.40690 2.46770 0.713